# 1
A molecular structure, C4H11N3O2. Source: OMol25; level of theory: ωB97M-V/def2-TZVPD.

Calculated values
ΔE to the lowest compared entry with this formula, charge and spin (eV): 1.942
Frontier orbital gap (eV): 9.61
Lowest unoccupied orbital energy (eV): 0.7
Strongest force on any atom (eV Å⁻¹): 1.721

Last column: natural (NBO) charge in e.
Cartesian coordinates (Å):
C 1.2928 1.3518 0.9893  -0.66
C 0.1659 0.3314 1.1542  0.52
O 0.2070 -0.1264 2.4951  -0.73
O -1.0720 0.8036 0.7627  -0.69
H -0.7141 -0.2519 2.7547  0.48
H 1.0965 2.1627 1.6870  0.23
H 2.2599 0.8997 1.2052  0.22
H 1.2929 1.7644 -0.0198  0.21
C -0.8766 -0.2241 -0.7289  0.58
N -0.4764 0.4862 -1.8320  -0.86
N -2.0767 -0.8991 -0.8424  -0.81
N 1.4996 -1.1515 -0.4806  -0.83
C 0.2338 -0.8638 0.1266  -0.14
H -1.1270 1.1591 -2.2103  0.40
H 0.2578 0.1018 -2.4077  0.40
H -2.4097 -1.1791 0.0742  0.39
H -2.8085 -0.3787 -1.3122  0.37
H 1.9479 -0.3312 -0.8648  0.36
H 1.4615 -1.8956 -1.1644  0.37
H -0.1548 -1.7593 0.6139  0.21

---

# 2
A molecular structure, C11H15KN2O5PS2. Source: OMol25; level of theory: ωB97M-V/def2-TZVPD.

Calculated values
Multiplicity: 2
Frontier orbital gap (spin up / spin down) (eV): 4.77 / 4.75
Lowest unoccupied orbital energy (spin up / spin down) (eV): 4.6 / 4.6
Strongest force on any atom (eV Å⁻¹): 0.523
Charge: -2

Last column: natural (NBO) charge in e.
Cartesian coordinates (Å):
K -0.4008 0.0815 -0.1502  0.93
C 1.5790 5.8014 -3.5220  -0.63
C 2.3853 5.1278 -2.4286  -0.06
O 1.5444 4.8586 -1.3109  -0.84
P 1.2245 3.3243 -0.8991  1.61
S -0.0282 3.3364 0.5932  -0.72
S 0.7799 2.2268 -2.4670  -0.77
O 2.7376 2.9561 -0.3899  -0.85
C 3.0264 1.6113 -0.0186  -0.05
C 3.9398 1.6214 1.1883  -0.62
H 2.2299 6.0606 -4.3614  0.19
H 1.1049 6.7061 -3.1380  0.20
H 0.8031 5.1186 -3.8683  0.23
H 3.1895 5.7792 -2.0750  0.16
H 2.8258 4.2017 -2.8025  0.20
H 3.4920 1.1045 -0.8682  0.18
H 2.1184 1.0498 0.2099  0.18
H 4.8569 2.1684 0.9606  0.19
H 4.1845 0.5983 1.4764  0.21
H 3.4340 2.1143 2.0191  0.21
O -0.1718 -2.3596 -0.9018  -0.78
N -0.5958 -2.5467 0.3880  -0.09
N -1.9628 -2.4503 0.6193  0.05
O -2.4510 -1.2233 0.9138  -0.79
C -2.7184 -3.5451 0.5420  0.17
C -4.1156 -3.4580 0.7915  -0.32
C -4.9114 -4.5849 0.7282  -0.20
C -4.3871 -5.8393 0.4107  -0.37
C -3.0169 -5.9232 0.1428  -0.23
C -2.1928 -4.8199 0.1964  -0.25
H -4.5119 -2.4825 1.0341  0.23
H -5.9742 -4.4860 0.9313  0.18
H -5.0239 -6.7151 0.3617  0.18
H -2.5905 -6.8853 -0.1267  0.18
H -1.1417 -4.8967 -0.0484  0.22
O 1.3536 -1.9104 1.4406  -0.63
C 0.1873 -2.2376 1.4097  0.51

---

# 3
11 unconnected molecules or ions with the total composition C46H121N7O14. Source: OMol25; level of theory: ωB97M-V/def2-TZVPD.

Calculated values
SMILES: COC[C@H](C)N.COC[C@H](C)N.COC[C@H](C)N.COC[C@H](C)N.COCCNCCOC.COCCNCCOC.COCCNCCOC.CC(C)O.CC(C)O.CC(C)O.CC(C)O
ΔE to the lowest compared entry with this formula, charge and spin (eV): 1.452
Frontier orbital gap (eV): 8.86
Lowest unoccupied orbital energy (eV): 0.6
Strongest force on any atom (eV Å⁻¹): 2.365

Last column: Löwdin charge in e.
Cartesian coordinates (Å):
C -1.2872 2.0151 -4.3831  -0.06
C -0.5151 1.9663 -5.7036  -0.46
C 0.7990 1.2019 -5.4543  -0.04
O -1.3020 1.3131 -6.7199  -0.06
H -0.8937 2.8009 -3.7407  0.06
H -1.2035 1.0430 -3.8948  0.07
H -2.3379 2.1946 -4.6176  0.08
H -0.3286 2.9435 -6.1593  0.13
H 0.5153 0.1785 -5.2234  0.09
H 1.3589 1.6973 -4.6577  0.06
H 1.4857 1.2904 -6.3004  0.08
H -0.8236 1.4616 -7.5405  0.08
C 1.9088 -0.9778 4.7070  -0.04
C 1.4506 -1.9800 3.6403  -0.50
C 2.2639 -1.9461 2.3715  -0.06
O 1.5072 -3.2748 4.1900  -0.06
H 2.9720 -1.1368 4.9120  0.08
H 1.3589 -1.1321 5.6328  0.08
H 1.8313 0.0508 4.3473  0.05
H 0.4132 -1.6876 3.4177  0.13
H 2.0514 -1.0580 1.7642  0.07
H 2.0187 -2.7604 1.6875  0.07
H 3.3358 -1.9514 2.5723  0.08
H 0.6106 -3.6434 4.2898  0.02
C -3.7144 3.0061 -1.4354  -0.04
C -4.1390 2.6313 -0.0252  -0.50
C -5.2414 3.5046 0.5534  -0.05
O -4.6369 1.3069 -0.0582  -0.09
H -3.2224 2.1247 -1.8492  0.05
H -3.0046 3.8339 -1.4473  0.06
H -4.6169 3.2090 -2.0133  0.09
H -3.3116 2.6957 0.6943  0.12
H -4.9186 4.5081 0.8342  0.08
H -5.7146 3.0694 1.4328  0.06
H -6.0347 3.5761 -0.1986  0.08
H -3.8800 0.6773 0.0070  0.03
C -1.7785 0.8433 4.2742  -0.06
C -0.7893 1.9961 4.2780  -0.47
C -0.9399 2.8749 3.0425  -0.04
O -1.0542 2.7390 5.4877  -0.06
H -1.5649 0.1610 5.1006  0.07
H -1.7427 0.2744 3.3421  0.06
H -2.8018 1.1994 4.4074  0.08
H 0.2043 1.5773 4.4688  0.11
H -1.9704 3.1919 2.8666  0.08
H -0.5798 2.4203 2.1180  0.07
H -0.4097 3.8205 3.1926  0.07
H -0.2978 3.3183 5.6264  0.08
C 5.8713 2.0410 -2.9160  -0.11
O 5.0785 1.9186 -1.7605  -0.22
C 5.7004 1.1724 -0.7158  -0.19
C 4.6407 0.9608 0.3513  -0.24
N 4.2331 2.2090 0.9224  -0.04
C 2.9753 2.1097 1.6703  -0.19
C 2.5014 3.5242 1.9183  -0.22
O 2.1506 4.1569 0.6984  -0.19
C 2.0789 5.5526 0.7934  -0.12
H 6.7594 2.6372 -2.6781  0.09
H 5.2725 2.5298 -3.6814  0.09
H 6.2050 1.0771 -3.3167  0.09
H 6.5012 1.7947 -0.2942  0.13
H 6.0989 0.2410 -1.1293  0.12
H 5.0809 0.2986 1.1095  0.12
H 3.8205 0.3595 -0.0710  0.11
H 4.0587 2.8508 0.1522  0.10
H 3.1608 1.6194 2.6288  0.12
H 2.2753 1.5144 1.0689  0.10
H 3.3739 4.0091 2.3764  0.12
H 1.6972 3.6147 2.6508  0.10
H 1.9611 6.0505 -0.1694  0.08
H 3.0403 5.9450 1.1501  0.09
H 1.3137 5.9764 1.4507  0.09
C -3.9851 -2.9143 6.8460  -0.12
O -3.1379 -3.8921 6.2988  -0.21
C -1.7486 -3.6276 6.4945  -0.21
C -0.9665 -4.6874 5.7568  -0.18
N -1.0852 -4.4080 4.3158  -0.07
C -0.6384 -5.5294 3.4923  -0.19
C -0.6525 -5.1610 2.0297  -0.19
O -1.9746 -4.9868 1.5260  -0.24
C -2.6571 -6.1874 1.2336  -0.10
H -3.6752 -1.9018 6.5499  0.08
H -3.9858 -2.9398 7.9370  0.09
H -4.9914 -2.9866 6.4378  0.09
H -1.5035 -3.6435 7.5613  0.13
H -1.5766 -2.6013 6.1567  0.12
H -1.3640 -5.6722 6.0197  0.13
H 0.0599 -4.5902 6.1151  0.12
H -2.0712 -4.2411 4.1463  0.09
H -1.2476 -6.4170 3.6976  0.12
H 0.4056 -5.7443 3.7366  0.13
H -0.1029 -5.8843 1.4159  0.13
H -0.1266 -4.2193 1.8612  0.11
H -3.7198 -6.0024 1.0742  0.08
H -2.6991 -6.8265 2.1245  0.08
H -2.1920 -6.6880 0.3846  0.09
C 9.7436 0.5609 -1.9450  -0.08
O 9.4101 -0.8217 -1.7819  -0.21
C 9.8214 -1.6118 -2.8515  -0.25
C 9.4251 -3.0734 -2.5193  -0.20
N 8.0452 -3.1175 -2.0903  -0.08
C 7.6221 -4.2965 -1.3710  -0.22
C 6.1666 -4.2101 -0.8894  -0.21
O 5.9573 -2.8880 -0.3914  -0.19
C 4.6518 -2.7394 0.1251  -0.13
H 10.8218 0.6468 -2.0796  0.09
H 9.3722 1.0638 -1.0565  0.08
H 9.1727 0.9204 -2.8065  0.08
H 10.8790 -1.5342 -3.1166  0.12
H 9.2103 -1.4071 -3.7453  0.12
H 10.0583 -3.3520 -1.6625  0.11
H 9.5561 -3.7617 -3.3519  0.12
H 7.7009 -2.3054 -1.6032  0.09
H 8.1934 -4.3814 -0.4319  0.12
H 7.7361 -5.2088 -1.9571  0.12
H 5.9053 -5.0194 -0.2071  0.12
H 5.5433 -4.3262 -1.7877  0.12
H 4.7351 -1.8969 0.8164  0.06
H 4.2415 -3.6179 0.6356  0.09
H 3.8489 -2.4706 -0.5785  0.09
C -5.7879 -0.3820 -3.7697  -0.06
C -4.2801 -0.4039 -3.8218  -0.44
C -3.6993 -1.6871 -3.2679  -0.19
O -3.9009 -1.6781 -1.8636  -0.22
C -3.7454 -2.9852 -1.3285  -0.09
N -3.8356 -0.2122 -5.2086  0.05
H -6.1540 -1.2572 -4.3200  0.08
H -6.2615 0.4902 -4.2203  0.08
H -6.1407 -0.4510 -2.7393  0.08
H -3.9806 0.4913 -3.2560  0.12
H -2.6340 -1.7951 -3.5075  0.13
H -4.2233 -2.5485 -3.6975  0.13
H -4.4894 -3.6551 -1.7720  0.10
H -4.0569 -2.9702 -0.2840  0.07
H -2.7178 -3.3345 -1.4156  0.08
H -4.3118 0.5453 -5.6779  0.07
H -2.8493 0.0143 -5.2123  0.03
C -4.9922 -3.5265 3.3223  -0.03
C -4.4594 -2.2151 2.7196  -0.39
C -4.9377 -0.9751 3.4837  -0.22
O -6.3271 -0.8439 3.4306  -0.18
C -6.7413 -0.0698 2.3009  -0.07
N -3.0045 -2.3122 2.5216  0.06
H -4.6001 -3.6906 4.3289  0.05
H -4.8103 -4.3783 2.6694  0.07
H -6.0757 -3.4197 3.4460  0.08
H -4.8890 -2.0983 1.7170  0.12
H -4.4163 -0.0821 3.1146  0.11
H -4.5970 -1.0273 4.5259  0.11
H -6.4305 0.9642 2.4696  0.08
H -7.8166 -0.1402 2.1765  0.09
H -6.2098 -0.3974 1.4060  0.07
H -2.8369 -3.1634 1.9718  0.06
H -2.6048 -2.4369 3.4472  0.06
C -0.5213 -1.7534 -0.4265  -0.04
C -0.9410 -0.4010 0.1542  -0.39
C -0.4575 0.7481 -0.7304  -0.20
O 0.9402 0.7092 -0.8686  -0.20
C 1.4877 1.7951 -1.6304  -0.05
N -2.3917 -0.3585 0.3672  0.06
H -0.9865 -2.5485 0.1641  0.06
H 0.5583 -1.9105 -0.4179  0.07
H -0.8707 -1.9286 -1.4491  0.07
H -0.4593 -0.3197 1.1341  0.12
H -0.7562 1.6995 -0.2632  0.12
H -0.9645 0.7499 -1.7065  0.11
H 1.2207 2.6982 -1.0807  0.07
H 1.0601 1.7886 -2.6383  0.06
H 2.5535 1.5941 -1.6994  0.08
H -2.5105 -1.0005 1.1658  0.04
H -2.8537 -0.7901 -0.4383  0.05
C -0.9515 6.6313 -6.0220  -0.06
C -2.0324 5.7225 -5.4097  -0.41
C -1.8818 5.4110 -3.9309  -0.21
O -0.5637 4.9344 -3.7169  -0.22
C -0.1301 5.1586 -2.3855  -0.10
N -3.3359 6.4087 -5.5478  0.03
H -0.0525 6.0642 -6.2923  0.07
H -0.5789 7.3893 -5.3263  0.08
H -1.2250 7.1477 -6.9421  0.07
H -2.0433 4.7781 -5.9575  0.13
H -2.5660 4.5977 -3.6746  0.11
H -2.1290 6.2987 -3.3388  0.13
H -0.8155 4.5786 -1.7563  0.08
H -0.1261 6.2195 -2.1187  0.09
H 0.8716 4.7727 -2.2031  0.08
H -3.4250 6.8567 -6.4487  0.06
H -3.3664 7.1591 -4.8652  0.06

---

| no. | electronic energy (eV) |
| --- | --- |
| 1 | -12890.8882 |
| 2 | -72152.1349 |
| 3 | -88754.1594 |